# 1
DFT (ωB97M-V/def2-TZVPD) results for a molecular structure, C2H6N4.

Kohn-Sham gap: 9.8 eV
relative energy (zero: lowest compared OMol25 entry of this formula, charge and spin): 116.90 kcal per mole
M: 86.1 u
largest force on an atom: 0.098 Eh/bohr

Cartesian coordinates (Å):
H  -0.038  0.698  -1.770
H  2.767  -0.122  0.228
H  -2.168  0.932  -0.512
H  -1.152  0.746  0.944
N  0.096  0.891  -0.829
C  -1.189  0.478  -0.108
N  0.066  -1.508  -0.093
N  1.103  -0.049  -0.521
H  1.565  0.169  1.555
C  -1.087  -1.024  0.088
N  1.915  0.257  0.473
H  -1.879  -1.467  0.547

***

# 2
DFT (ωB97M-V/def2-TZVPD) results for 8 unconnected molecules or ions with the total composition C56H53ClN5O31.

Kohn-Sham gap: 7.1 eV
M: 1327.5 u
largest force on an atom: 0.093 Eh/bohr
total charge: +1

Cartesian coordinates (Å):
H  2.743  3.044  -3.788
H  -3.455  10.451  1.272
H  7.031  -0.453  6.161
O  -4.234  5.194  0.321
H  -8.848  -7.323  3.870
N  -2.382  -2.877  -2.297
C  -0.798  1.221  -0.722
C  -2.178  6.164  0.882
H  -10.094  -8.456  7.970
O  12.745  -2.177  1.802
H  0.223  1.274  -0.247
H  2.770  -0.339  7.414
C  -6.905  -2.236  -0.042
C  11.417  -2.189  1.620
H  1.497  2.915  -8.421
C  -9.313  -5.105  5.997
H  -1.091  -4.409  -1.727
O  1.908  6.935  1.616
H  2.627  7.559  1.838
O  6.047  -1.516  -0.967
H  -0.051  -1.810  -9.288
C  -4.432  -0.133  -2.357
H  11.475  -2.254  -0.498
C  -7.234  -3.501  2.500
O  -9.035  -4.779  1.529
C  -9.721  -5.049  7.400
C  4.742  -0.408  6.480
H  7.083  -2.190  0.329
H  -2.972  -3.589  -2.718
H  -0.229  -0.568  -1.948
H  -8.947  -5.057  2.467
O  5.499  -0.361  -2.767
C  -7.939  -3.247  0.142
H  4.763  1.830  -3.927
C  0.455  0.111  -10.190
N  -3.309  0.369  -1.818
H  -9.101  -4.168  5.503
O  2.696  -0.305  2.952
C  3.341  -0.324  3.990
O  1.108  2.308  -10.948
C  2.561  1.946  -3.754
N  -2.328  -0.559  -1.720
H  2.014  1.716  -4.702
H  1.054  -0.232  4.299
H  0.579  -0.677  -5.976
H  0.874  1.776  -11.733
O  -1.601  4.948  0.829
H  -5.907  0.412  -3.581
H  1.554  0.447  -2.403
O  1.136  1.345  -6.362
C  -4.301  7.523  0.676
O  -7.432  -4.057  3.559
C  8.572  -2.177  1.471
C  0.507  -0.391  -7.815
H  1.886  2.088  -1.682
H  4.390  0.995  -1.698
C  4.796  -0.359  4.008
C  5.462  -0.397  5.168
C  3.893  3.255  1.438
C  -9.995  -6.341  8.105
C  -0.817  2.286  -1.860
H  -1.529  1.398  0.097
H  0.274  2.916  -3.615
H  5.304  -0.353  3.052
O  0.351  -1.210  -6.761
C  0.128  1.958  -3.060
C  -8.099  -3.846  1.330
O  -9.424  -8.610  5.443
H  0.713  4.672  1.055
O  1.278  -0.250  5.248
H  -8.558  -3.486  -0.712
H  -2.318  4.328  0.601
H  -5.174  -0.723  -0.023
H  5.963  -3.384  -3.177
C  1.581  1.538  -2.595
C  4.210  0.285  -2.539
H  -5.551  -2.273  3.157
H  5.668  4.309  1.929
C  3.961  5.661  1.788
O  11.114  -2.141  3.944
C  0.274  -0.803  -9.064
C  -2.122  8.565  1.226
C  2.620  -0.308  5.299
H  -3.292  1.344  -1.544
O  -1.519  9.590  1.471
H  3.443  -0.481  -2.303
O  8.885  -2.288  -0.855
H  -0.437  3.236  -1.413
C  0.927  1.501  -9.898
O  6.799  -0.428  5.213
C  -6.024  -1.911  1.122
N  -4.224  -1.526  -2.636
C  -3.642  6.225  0.600
H  4.604  -3.509  -2.003
C  0.953  1.008  -7.523
C  2.424  3.333  1.162
O  -6.729  -1.653  -1.099
H  8.522  -2.101  3.592
C  -9.213  -6.280  5.370
O  -9.840  -4.004  8.009
O  1.812  2.315  0.883
C  -1.470  7.256  1.172
H  -0.749  -2.887  -0.905
H  -0.822  -0.892  -0.301
C  -3.597  8.624  0.971
O  5.384  -0.462  7.509
O  4.458  2.039  1.377
C  10.873  -2.228  0.400
C  2.487  5.728  1.536
H  4.395  -2.608  -3.561
H  3.734  1.423  1.151
H  -0.408  7.217  1.375
O  4.566  6.685  2.033
C  -2.931  -1.663  -2.202
C  1.157  1.913  -8.645
C  10.571  -2.157  2.854
C  -6.181  -2.502  2.308
O  -0.422  -2.491  -4.007
C  -9.513  -7.568  6.066
C  -1.065  -3.306  -1.881
C  4.606  4.349  1.730
C  -9.897  -7.516  7.473
N  -5.621  0.618  -2.619
H  12.878  -2.149  2.769
H  -0.305  1.254  -3.806
H  -5.317  1.598  -2.652
H  -5.365  7.553  0.487
Cl  1.676  -3.472  -2.872
C  1.778  4.634  1.242
C  5.579  -1.545  -2.061
C  -0.983  -0.245  -1.195
H  -1.828  2.528  -2.259
O  -10.342  -6.261  9.396
C  9.121  -2.142  2.692
C  5.096  -2.842  -2.737
C  3.279  -0.349  6.461
H  -10.342  -5.308  9.610
O  0.242  -0.213  -11.341
C  9.421  -2.237  0.235
O  -4.173  9.827  1.049
H  3.906  0.497  -4.724
O  -8.839  -6.368  4.080
O  7.245  -2.162  1.301
C  3.907  1.126  -3.807
O  -5.064  -0.990  0.908
C  -0.038  -3.019  -3.030

***

# 3
DFT (ωB97M-V/def2-TZVPD) results for 5 unconnected molecules or ions with the total composition C31H84N12O4P5.

Kohn-Sham gap: 4.7 eV
relative energy (zero: lowest compared OMol25 entry of this formula, charge and spin): 0.00 kcal per mole
M: 844.0 u
largest force on an atom: 0.102 Eh/bohr
total charge: -1

Cartesian coordinates (Å):
H  -6.232  -0.003  -4.990
C  -6.188  -4.723  -4.151
C  -3.658  4.551  2.430
H  -2.731  -5.665  -0.234
C  -3.714  -0.411  -4.731
H  -6.442  -2.851  -0.712
H  11.462  5.167  0.725
H  10.129  6.912  0.055
H  -0.849  -5.164  3.722
C  9.211  6.314  0.076
H  -2.952  -2.616  -1.261
H  -6.857  -1.565  -4.492
H  10.507  3.910  -0.091
H  -0.687  0.421  0.811
H  -2.297  -6.333  -1.816
H  5.585  0.664  2.555
N  -0.914  -6.783  -0.295
C  -2.741  5.670  -1.388
H  3.602  0.642  1.969
C  -6.006  -1.073  -4.955
N  -0.574  -4.814  1.665
H  -3.200  0.945  -1.532
H  3.084  -7.382  1.693
H  5.680  6.310  0.932
H  1.352  -5.663  -0.937
O  7.499  2.944  1.887
H  -0.783  -3.466  3.265
H  4.074  0.314  3.960
H  6.288  2.909  -0.433
N  -5.338  -3.678  -4.706
C  10.595  4.511  0.824
H  -5.655  -5.392  -3.463
H  -0.408  -3.918  -0.250
H  -6.600  -5.327  -4.961
O  -1.569  -7.087  2.079
N  7.614  5.177  3.016
N  9.381  5.296  1.097
H  -4.294  1.466  -2.839
H  6.696  6.922  2.269
C  -3.696  1.807  -1.990
H  -6.442  2.166  -0.184
H  1.775  -8.554  1.426
C  2.972  -1.575  2.831
H  9.043  5.904  -0.926
H  1.827  -0.479  4.972
C  -5.009  5.056  -1.855
H  -0.604  -8.839  0.035
H  2.853  -6.339  -0.333
H  -1.985  5.748  -0.604
N  6.999  4.781  0.303
P  4.500  -0.311  2.671
H  9.346  5.102  4.249
H  -4.252  -2.577  -0.084
C  -4.632  -4.168  -5.883
H  -3.949  -3.407  -6.269
C  -0.113  -3.759  0.782
C  -6.258  -2.519  -1.736
C  8.312  4.723  4.207
N  -4.451  3.858  1.424
C  1.706  -0.798  2.867
H  -2.845  -0.426  -4.069
C  0.085  0.472  4.118
H  6.598  4.166  -1.659
N  -4.548  2.525  -1.050
H  -5.856  0.900  -1.220
C  5.657  5.274  0.595
H  -7.049  -4.302  -3.634
H  1.741  -7.465  2.823
C  0.995  -0.544  1.692
N  -4.884  -2.805  -2.078
C  -0.356  -4.448  3.062
H  0.978  -3.626  0.816
H  -2.298  5.125  -2.231
H  -2.307  -8.382  -0.090
H  7.784  5.052  5.104
C  -0.606  0.716  2.948
H  4.877  -0.921  1.370
H  8.282  7.203  3.014
H  -6.960  -3.062  -2.360
P  -4.256  -2.818  -3.650
H  -4.031  0.628  -4.827
H  8.343  3.634  4.234
P  8.027  4.303  1.619
C  1.771  -6.493  -0.375
H  -6.470  3.626  0.860
H  10.796  3.830  1.654
H  -1.435  -4.958  -1.222
C  -0.166  0.213  1.737
H  -5.949  4.687  -1.455
H  -4.042  -5.067  -5.674
H  -5.907  -1.439  -5.982
H  -2.915  2.465  -2.383
H  7.942  3.322  -0.895
H  -3.562  5.625  2.209
P  -3.590  3.525  0.001
O  -2.564  2.548  0.441
H  -6.503  -1.446  -1.790
H  -5.164  1.077  0.402
H  1.573  -7.421  -0.922
H  -0.565  -2.811  1.078
N  1.286  -6.510  0.995
H  -3.949  -1.158  -1.110
H  -4.113  4.436  3.414
H  -0.230  0.876  5.071
H  8.395  6.989  0.315
H  -6.200  4.128  2.504
H  2.957  -2.259  1.977
C  1.249  -0.283  4.080
P  -0.429  -6.464  1.348
H  -5.352  -4.390  -6.675
H  -1.504  1.322  2.975
C  -1.303  -8.172  -0.477
C  7.361  6.597  3.062
H  6.855  6.836  4.000
C  -5.539  1.628  -0.470
O  -3.133  -3.784  -3.558
C  2.007  -7.536  1.766
H  -6.001  5.304  1.193
H  -4.779  4.503  -2.771
N  -4.799  -1.232  -4.162
C  -1.891  -5.891  -0.904
H  -5.161  6.108  -2.115
H  5.064  5.276  -0.321
C  -5.839  4.253  1.481
H  5.128  4.668  1.340
H  -1.272  -8.423  -1.541
H  0.713  -4.420  3.315
C  6.946  3.736  -0.716
H  5.369  -1.239  3.432
H  -2.975  6.684  -1.715
H  3.055  -2.155  3.754
N  -3.948  5.006  -0.864
H  -2.657  4.122  2.486
C  -3.966  -2.254  -1.085
H  1.412  -0.964  0.786
H  -3.393  -0.770  -5.718

***

# 4
DFT (ωB97M-V/def2-TZVPD) results for 5 unconnected molecules or ions with the total composition H8O3S2.

Kohn-Sham gap: 3.2 eV
relative energy (zero: lowest compared OMol25 entry of this formula, charge and spin): 164.29 kcal per mole
M: 120.2 u
largest force on an atom: 0.047 Eh/bohr

Cartesian coordinates (Å):
O  1.669  -1.572  -0.358
H  2.373  -2.135  -0.108
S  -2.291  -0.613  0.925
H  1.625  -0.610  -0.175
O  -0.701  -1.781  -1.441
O  -1.166  2.602  0.535
H  0.067  -1.204  -1.615
S  1.685  1.277  -0.113
H  2.407  2.443  -0.163
H  -0.260  2.443  0.811
H  -1.469  1.699  0.318
H  -1.101  -1.402  -0.615
H  -2.838  -1.146  2.000

***

# 5
DFT (ωB97M-V/def2-TZVPD) results for 2 unconnected molecules or ions with the total composition C6H13N.

Kohn-Sham gap: 7.8 eV
relative energy (zero: lowest compared OMol25 entry of this formula, charge and spin): 87.95 kcal per mole
M: 99.2 u
largest force on an atom: 0.031 Eh/bohr

Cartesian coordinates (Å):
H  0.871  2.087  -0.242
H  -0.496  2.292  -1.338
H  -1.542  -0.974  -2.910
H  -1.927  -1.227  -0.406
H  1.783  -0.993  1.191
H  1.245  1.451  2.374
H  -0.521  1.201  1.821
H  0.262  0.216  3.297
C  -0.757  -1.362  -2.254
C  -0.436  0.406  -0.337
C  0.211  1.154  2.678
H  0.878  1.252  -1.803
C  -1.020  -0.842  -0.871
C  0.952  -1.481  0.699
N  0.120  -0.753  0.039
H  -0.779  -2.454  -2.284
H  0.206  -0.997  -2.619
H  -0.157  2.017  3.247
H  0.873  -2.563  0.685
C  0.236  1.569  -0.966